A structure of composition C23H22N5O7S2Ti. Source: the OMol25 dataset; level of theory: wB97M-V/def2-TZVPD.

Each line ends with the Löwdin charge.
Element x y z (Å)
Ti 0.011 -0.330 0.094  0.61
O -0.973 4.315 -0.945  0.11
C -0.766 3.010 -0.692  -0.47
O -1.666 2.294 -0.346  0.09
C 0.609 2.578 -0.940  -0.13
C 1.536 3.502 -1.419  0.02
C 2.825 3.121 -1.705  -0.02
C 3.167 1.786 -1.523  0.03
C 2.213 0.914 -1.064  -0.16
N 0.942 1.260 -0.737  0.06
C 2.482 -0.550 -0.843  -0.56
O 3.617 -0.978 -0.768  0.10
O 1.388 -1.221 -0.709  -0.15
H -1.923 4.471 -0.858  0.14
H 1.202 4.520 -1.563  0.12
H 3.549 3.830 -2.081  0.12
H 4.157 1.413 -1.747  0.13
C -3.085 0.967 2.805  0.01
N -1.788 1.384 3.338  -0.10
C -1.817 2.100 4.600  -0.02
C -0.686 1.133 2.646  -0.33
O -0.755 0.489 1.591  -0.16
C 0.659 1.623 3.183  -0.09
O 1.611 1.658 2.151  -0.11
C 2.799 0.932 2.360  -0.09
C 2.554 -0.567 2.154  -0.41
O 1.402 -0.954 1.929  -0.03
N 3.586 -1.392 2.297  -0.12
C 3.423 -2.805 1.970  0.00
C 4.955 -0.920 2.415  -0.03
H -3.436 0.070 3.317  0.11
H -2.999 0.758 1.744  0.09
H -3.803 1.773 2.957  0.10
H -2.529 1.611 5.263  0.10
H -2.143 3.132 4.449  0.10
H -0.845 2.101 5.085  0.08
H 0.970 0.961 3.996  0.15
H 0.551 2.640 3.565  0.14
H 3.202 1.111 3.362  0.14
H 3.511 1.304 1.623  0.14
H 2.369 -3.017 1.820  0.10
H 3.817 -3.414 2.784  0.09
H 3.959 -3.026 1.046  0.10
H 5.340 -0.623 1.435  0.10
H 5.562 -1.738 2.796  0.10
H 5.033 -0.084 3.109  0.09
S -1.102 -2.308 0.929  0.69
C -2.398 -2.566 -0.206  -0.66
C -3.310 -3.596 0.029  -0.07
C -4.372 -3.842 -0.830  -0.20
C -5.270 -4.914 -0.545  -0.19
N -5.979 -5.781 -0.280  0.16
C -4.546 -3.028 -1.964  -0.20
C -3.636 -2.008 -2.209  -0.07
C -2.559 -1.772 -1.359  -0.65
S -1.423 -0.508 -1.781  0.69
C -5.637 -3.250 -2.857  -0.19
N -6.513 -3.429 -3.581  0.16
H -3.175 -4.224 0.900  0.11
H -3.758 -1.381 -3.082  0.11

Forces on the atoms, in the same order (eV/Å):
-2.580 -2.343 -0.227
0.343 0.288 -0.143
-1.091 -0.087 0.084
0.081 -0.194 0.369
1.392 -0.720 -0.116
-0.499 0.075 0.122
0.329 -0.317 -0.043
0.119 0.361 -0.164
-0.448 -0.052 0.121
0.902 2.588 -0.858
0.619 -0.236 -0.177
0.037 0.115 -0.068
2.201 -0.935 -0.924
-0.097 -0.051 0.064
0.074 -0.035 -0.020
-0.018 0.038 0.009
-0.030 -0.090 0.047
-0.107 -0.042 -0.029
-0.054 0.030 -0.135
0.042 0.090 0.080
-0.039 -0.098 0.286
-0.798 2.017 1.761
0.027 -0.025 -0.246
0.044 0.112 -0.054
-0.227 -0.087 -0.121
-0.198 0.031 0.347
0.254 0.242 -0.011
0.109 -0.192 -0.003
-0.061 -0.030 -0.066
-0.065 0.077 -0.110
0.037 0.011 0.011
0.029 -0.012 -0.010
0.037 0.014 0.032
0.028 -0.027 0.012
0.006 -0.016 0.011
-0.070 -0.036 0.011
-0.062 0.002 0.059
-0.037 -0.045 0.091
0.053 0.021 -0.010
0.090 -0.020 0.030
0.008 -0.013 0.018
-0.002 0.007 -0.002
0.003 0.018 0.003
0.039 -0.015 0.013
0.030 0.029 0.034
0.016 -0.025 -0.008
-0.124 -0.319 0.004
-0.096 -0.091 -0.068
-0.038 -0.004 -0.074
0.185 0.283 -0.111
-0.201 -0.229 0.112
0.032 0.045 -0.031
0.240 -0.035 0.285
-0.014 -0.019 -0.003
-0.014 -0.114 -0.017
-0.199 0.110 0.039
-0.235 -0.056 -0.221
0.046 0.043 0.033
-0.024 -0.003 0.004
-0.025 -0.031 -0.019

Calculated values
Spin multiplicity: 2
Molar mass (g/mol): 592.458
Gap between HOMO and LUMO (spin up / spin down) (eV): 5.846 / 5.659
Relative energy (zero: lowest compared OMol25 entry of this formula, charge and spin) (kcal per mole): 3.3
E_LUMO (spin up / spin down) (hartree): -0.0376 / -0.0446